(1)
{"formula": "C18H22F3N7O4S", "method": "wB97M-V/def2-TZVPD", "multiplicity": 1, "smiles": "N#C[C@H](CC(=O)O)[C@](C#N)(C[SH](=O)=O)C(F)(F)F.CC#N.CC#N.CC#N.CC#N.CC#N", "homo_lumo_gap_ev": 10.5676, "lumo_energy_ev": -0.25, "species": ["N", "C", "C", "C", "C", "O", "O", "C", "C", "N", "C", "S", "O", "O", "C", "F", "F", "F", "H", "H", "H", "H", "H", "H", "H", "C", "C", "N", "H", "H", "H", "C", "C", "N", "H", "H", "H", "C", "C", "N", "H", "H", "H", "C", "C", "N", "H", "H", "H", "C", "C", "N", "H", "H", "H"], "positions_angstrom": [[0.8211, -1.0166, 2.5189], [0.5870, -0.1935, 1.5177], [0.2359, 1.0396, 0.4446], [1.3503, 2.2080, 0.7260], [2.7757, 1.5504, 1.3013], [3.2475, 1.8295, 2.5478], [3.5622, 0.6078, 0.4867], [-1.3167, 1.4679, 0.7510], [-1.3702, 1.9009, 2.3656], [-1.2953, 2.1578, 3.6489], [-2.3356, 0.1516, 0.6392], [-1.9472, -0.9831, -0.7995], [-2.9446, -2.1691, -0.9200], [-2.0125, -0.2363, -2.1875], [-1.8506, 2.7804, -0.0783], [-3.3100, 2.9790, 0.2584], [-1.1897, 4.0671, 0.3579], [-1.7458, 2.6739, -1.5523], [0.4227, 0.6653, -0.6727], [1.5186, 2.7796, -0.3045], [1.0389, 3.0183, 1.5104], [4.0393, 0.0160, 1.1575], [-2.1899, -0.4380, 1.6641], [-3.4670, 0.4451, 0.5836], [-0.6053, -1.4786, -0.7275], [-2.6222, -1.4011, 5.8688], [-2.1774, -1.4404, 4.4158], [-1.8085, -1.4730, 3.2105], [-1.7608, -1.5467, 6.5265], [-3.0812, -0.4341, 6.0921], [-3.3517, -2.1935, 6.0569], [-3.6029, -5.1593, 0.6214], [-4.6463, -4.9116, 1.6985], [-5.5119, -4.7061, 2.5921], [-2.6047, -5.1814, 1.0673], [-3.7946, -6.1171, 0.1298], [-3.6415, -4.3617, -0.1256], [5.2947, -1.8118, -2.2667], [3.8427, -1.7982, -1.8174], [2.6381, -1.7870, -1.4447], [5.9324, -1.3994, -1.4798], [5.6096, -2.8371, -2.4793], [5.4107, -1.2088, -3.1714], [6.2732, -3.3033, -6.4302], [6.3158, -2.0144, -5.6256], [6.3510, -0.9452, -4.9582], [5.6543, -3.1664, -7.3212], [7.2841, -3.5839, -6.7385], [5.8499, -4.1081, -5.8229], [-3.0241, 6.4162, -0.7622], [-3.8490, 7.6433, -0.4098], [-4.5334, 8.6612, -0.1173], [-3.6664, 5.5319, -0.7949], [-2.5541, 6.5513, -1.7403], [-2.2447, 6.2626, -0.0109]], "lowdin_charge": [0.15, -0.11, -0.19, -0.05, -0.27, -0.04, -0.03, -0.24, -0.07, 0.15, -0.19, 0.80, -0.42, -0.43, -0.17, 0.00, 0.00, 0.04, 0.16, 0.15, 0.14, 0.14, 0.05, 0.15, 0.10, -0.06, -0.13, 0.09, 0.08, 0.08, 0.08, -0.08, -0.21, 0.07, 0.08, 0.07, 0.04, -0.09, -0.20, 0.08, 0.08, 0.07, 0.01, -0.07, -0.17, 0.10, 0.08, 0.08, 0.08, -0.09, -0.21, 0.08, 0.07, 0.08, 0.06]}


(2)
{"formula": "C18H22FIrN3O3S", "method": "wB97M-V/def2-TZVPD", "multiplicity": 2, "s2": 0.758, "homo_lumo_gap_ev": [7.0187, 6.7945], "e_above_lowest_ev": 0.000, "lumo_energy_ev": [-8.41, -8.62], "charge": 2, "species": ["Ir", "N", "C", "C", "C", "C", "N", "H", "H", "H", "H", "H", "H", "H", "H", "H", "H", "H", "H", "F", "C", "C", "C", "C", "C", "C", "C", "H", "H", "H", "H", "H", "H", "O", "C", "N", "S", "O", "O", "C", "C", "C", "C", "C", "C", "H", "H", "H", "H"], "positions_angstrom": [[1.0388, 0.4514, 0.0923], [1.7991, 0.1269, 2.0881], [2.1067, 1.3327, 2.9248], [0.8703, 2.2260, 3.0455], [0.9589, 3.5378, 2.2728], [1.2301, 3.4066, 0.7863], [0.3294, 2.4047, 0.1276], [1.0174, -0.3677, 2.5277], [2.5728, -0.5299, 2.1115], [2.9411, 1.8434, 2.4412], [2.4564, 0.9866, 3.8967], [0.6711, 2.4393, 4.0936], [-0.0127, 1.6605, 2.7108], [1.7717, 4.1467, 2.6765], [0.0451, 4.1147, 2.4227], [2.2610, 3.1071, 0.5725], [1.0736, 4.3572, 0.2759], [0.1844, 2.6827, -0.8437], [-0.6138, 2.3959, 0.5378], [1.0691, -5.3012, -0.1272], [1.4297, -4.0648, -0.3710], [0.9615, -3.4576, -1.5353], [1.3427, -2.1646, -1.7954], [2.1797, -1.4749, -0.8850], [2.5484, -0.0945, -1.1250], [2.6676, -2.1514, 0.2611], [2.2859, -3.4437, 0.5315], [0.3304, -4.0185, -2.2106], [1.0127, -1.6708, -2.6947], [2.4255, 0.3550, -2.1085], [3.4047, 0.2901, -0.5585], [3.4011, -1.6743, 0.8992], [2.6472, -3.9955, 1.3878], [-0.3565, 0.3625, -2.9149], [-1.0943, -0.0300, -2.0422], [-0.6459, -0.2389, -0.7249], [-1.9223, -0.2014, 0.3839], [-1.7454, -1.2620, 1.3215], [-1.9793, 1.1450, 0.9099], [-3.1191, -0.5128, -0.8569], [-4.4494, -0.8161, -0.6678], [-5.2232, -0.9514, -1.8183], [-4.6702, -0.7753, -3.0823], [-3.3230, -0.4713, -3.2449], [-2.5440, -0.3441, -2.1085], [-4.8712, -0.9426, 0.3198], [-6.2730, -1.1934, -1.7250], [-5.3039, -0.8805, -3.9522], [-2.8867, -0.3437, -4.2264]], "lowdin_charge": [1.42, -0.06, -0.18, -0.17, -0.17, -0.19, -0.06, 0.12, 0.08, 0.12, 0.14, 0.13, 0.10, 0.14, 0.13, 0.11, 0.14, 0.13, 0.08, 0.17, -0.21, 0.07, 0.01, -0.35, -0.12, -0.03, 0.06, 0.15, 0.13, 0.11, 0.10, 0.12, 0.15, 0.09, -0.48, -0.24, 0.68, -0.26, -0.31, -0.22, 0.00, -0.01, -0.01, 0.03, -0.13, 0.14, 0.13, 0.13, 0.14]}


(3)
{"formula": "C18H22FN3O3", "method": "wB97M-V/def2-TZVPD", "multiplicity": 1, "smiles": "Cn1nc(C(C)(C)C)cc1C(=O)NCc1cc(F)cc2c1OCOC2", "homo_lumo_gap_ev": 9.3758, "e_above_lowest_ev": 3.763, "lumo_energy_ev": 0.23, "species": ["C", "N", "N", "C", "C", "C", "C", "C", "C", "C", "C", "O", "N", "C", "C", "C", "C", "F", "C", "C", "C", "O", "C", "O", "C", "H", "H", "H", "H", "H", "H", "H", "H", "H", "H", "H", "H", "H", "H", "H", "H", "H", "H", "H", "H", "H", "H"], "positions_angstrom": [[-0.9709, -3.8002, -1.8860], [0.2180, -2.9559, -1.5314], [1.1297, -3.4743, -0.6273], [1.8016, -2.4635, -0.1611], [2.8673, -2.4885, 0.9892], [2.2690, -2.9705, 2.1916], [3.9909, -3.5236, 0.4991], [3.4458, -1.2017, 1.2980], [1.4155, -1.2259, -0.8334], [0.2783, -1.5349, -1.5916], [-0.4932, -0.5215, -2.3733], [-1.2610, -0.8433, -3.3508], [-0.5415, 0.6954, -1.8066], [-1.6492, 1.5210, -2.0664], [-1.7006, 2.6621, -1.1925], [-0.7739, 3.7898, -1.5468], [-0.4865, 4.7133, -0.5700], [0.4097, 5.6630, -0.8260], [-1.3097, 4.7217, 0.5872], [-2.0969, 3.5547, 0.8949], [-2.3143, 2.5806, 0.0206], [-3.1035, 1.4458, 0.3746], [-3.9090, 1.5789, 1.5646], [-3.1320, 2.1481, 2.6506], [-2.5751, 3.4313, 2.3150], [-1.0967, -4.7610, -1.3926], [-0.9550, -3.9606, -2.9740], [-1.8920, -3.2286, -1.7560], [1.3987, -2.4049, 2.3981], [2.0059, -3.9726, 2.1330], [2.8845, -2.8965, 3.0531], [3.4873, -4.3420, 0.0880], [4.8290, -3.9052, 1.1029], [4.5340, -3.0785, -0.3478], [2.7022, -0.6323, 1.8061], [3.7275, -0.8198, 0.3138], [4.3999, -1.1081, 1.9270], [1.8357, -0.2951, -0.6773], [-0.0023, 0.9287, -0.9773], [-2.5790, 0.8958, -2.0597], [-1.5692, 1.9374, -3.1190], [-0.1869, 3.9014, -2.4509], [-1.1241, 5.4652, 1.3139], [-4.7834, 2.2321, 1.2862], [-4.1861, 0.5492, 1.8365], [-3.2451, 4.2798, 2.5609], [-1.6936, 3.7137, 2.9126]], "lowdin_charge": [-0.01, -0.10, 0.14, -0.22, -0.58, -0.09, -0.02, -0.09, 0.04, -0.09, -0.37, 0.01, 0.09, -0.19, -0.12, 0.08, -0.29, 0.08, 0.08, -0.14, -0.18, -0.02, -0.14, -0.08, -0.14, 0.08, 0.08, 0.08, 0.09, 0.07, 0.09, 0.04, 0.09, 0.08, 0.08, 0.09, 0.13, 0.07, 0.15, 0.15, 0.15, 0.13, 0.11, 0.15, 0.14, 0.14, 0.14]}